9
Properties=species:S:1:pos:R:3:lowdin_charge:R:1 method="wB97M-V/def2-TZVPD" energy_ev=-8637.404 homo_lumo_gap_ha=0.3426 e_above_lowest_ev=3.0910 spin_multiplicity=1 lumo_energy_ev=-0.64
O 2.30562 -0.28454 0.09811 0.06
C 0.95575 -0.05863 0.09460 -0.60
N 0.67547 1.18710 0.34228 0.29
N -1.24030 0.79735 0.22648 0.10
C -1.14455 -0.48451 -0.00927 -0.30
N 0.05832 -1.03202 -0.10879 0.09
H 2.64740 -0.18470 -0.80284 0.12
H -2.22313 1.13922 0.29662 0.11
H -2.02218 -1.12995 -0.13084 0.13

85
Properties=species:S:1:pos:R:3:mulliken_spin:R:1 method="wB97M-V/def2-TZVPD" charge=+1 energy_ev=-169651.960 homo_lumo_gap_ha="0.2382 / 0.2276" e_above_lowest_ev=0.1133 s_squared=6.039 spin_multiplicity=5 lumo_energy_ev="-3.12 / -4.80"
Ru 1.08832 0.10942 1.32115 2.32
S 3.12965 -0.27312 2.24158 0.14
C 3.79932 -1.58397 1.28476 0.23
N 5.11711 -1.84157 1.34894 0.24
C 5.67360 -2.86458 0.47365 0.00
C 4.69863 -4.01018 0.34022 0.00
N 3.39738 -3.50331 -0.07600 0.23
C 2.64491 -4.33064 -1.01515 -0.02
C 3.30835 -4.34119 -2.37042 0.01
C 3.53161 -3.14150 -3.04172 0.00
C 4.14352 -3.14040 -4.28421 0.00
C 4.53710 -4.33920 -4.86675 0.00
C 4.31624 -5.53551 -4.20334 0.00
C 3.70538 -5.53561 -2.95604 0.00
C 2.95194 -2.36003 0.46720 0.23
S 1.30869 -1.84329 0.14030 0.12
C 6.07017 -1.14048 2.20677 -0.03
C 6.57635 -2.04033 3.31050 0.02
C 5.67527 -2.66132 4.17141 0.00
C 6.13455 -3.48711 5.18378 0.00
C 7.49802 -3.69851 5.34576 0.00
C 8.39871 -3.08217 4.49244 0.00
C 7.93775 -2.25718 3.47476 0.00
H 6.60494 -3.21812 0.91426 0.00
H 5.88905 -2.43184 -0.50892 0.01
H 4.59856 -4.53982 1.29331 0.01
H 5.05127 -4.70923 -0.41625 0.00
H 1.63102 -3.94382 -1.07998 0.00
H 2.58824 -5.34567 -0.61271 0.00
H 3.21726 -2.20370 -2.58993 0.01
H 4.30930 -2.20565 -4.80372 0.00
H 5.01334 -4.33853 -5.83811 0.00
H 4.62053 -6.47121 -4.65322 0.00
H 3.53319 -6.47290 -2.43905 0.00
H 5.59065 -0.25299 2.61234 0.01
H 6.90358 -0.81012 1.58218 0.01
H 4.61033 -2.48978 4.05463 0.00
H 5.42942 -3.96230 5.85312 0.00
H 7.85570 -4.34231 6.13816 0.00
H 9.46157 -3.24377 4.61441 0.00
H 8.64431 -1.77677 2.80715 0.00
S -2.75908 1.42435 3.21433 0.09
C -1.34213 1.10723 2.53327 -0.02
S -1.16207 0.56590 0.80624 0.06
S 0.24627 1.09929 3.23850 0.13
C 3.73921 2.40390 -0.22618 0.02
Si 2.33694 3.27930 0.64843 0.10
C 2.14293 4.97418 -0.11868 0.02
C 2.61733 3.42773 2.47897 0.01
Ge 0.21902 2.27195 -0.16959 -0.02
Si 0.39199 1.55485 -2.48821 0.00
C 0.99115 3.08719 -3.39000 0.00
C 1.61962 0.18567 -2.83938 0.01
C -1.31292 1.04548 -3.05723 0.00
Si -1.53199 3.98434 -0.00418 0.07
C -1.36003 5.21387 -1.40299 0.01
C -1.32146 4.81898 1.65412 0.01
C -3.18929 3.14012 -0.14412 0.01
H 4.62467 3.04595 -0.18898 0.00
H 3.50824 2.22802 -1.27752 0.00
H 3.98554 1.45046 0.24402 0.00
H 3.08229 5.51166 0.04326 0.00
H 1.34037 5.56651 0.32077 0.00
H 1.97982 4.91350 -1.19622 0.00
H 3.46660 4.10245 2.62502 0.00
H 2.86471 2.47328 2.94051 0.00
H 1.75729 3.85229 2.99741 0.00
H 1.99059 3.37778 -3.05723 0.00
H 0.32913 3.94350 -3.26518 0.00
H 1.05993 2.87013 -4.45928 0.00
H 2.60069 0.38490 -2.40593 0.00
H 1.73715 0.11278 -3.92431 0.00
H 1.27259 -0.77795 -2.46831 0.00
H -2.01976 1.87441 -2.99059 0.00
H -1.70542 0.21729 -2.46369 0.00
H -1.27741 0.71959 -4.09957 0.00
H -0.36221 5.64043 -1.50092 0.00
H -2.05475 6.03624 -1.20827 0.00
H -1.64616 4.76760 -2.35649 0.00
H -0.42105 5.43450 1.69809 0.00
H -1.28136 4.09658 2.47025 0.00
H -2.17797 5.47525 1.83435 0.00
H -3.25531 2.48724 -1.01520 0.00
H -3.94822 3.92065 -0.25584 0.00
H -3.43455 2.55598 0.74220 0.00

98
Properties=species:S:1:pos:R:3:mulliken_spin:R:1 method="wB97M-V/def2-TZVPD" charge=-2 energy_ev=-152189.010 homo_lumo_gap_ha="0.2483 / 0.2508" s_squared=0.786 spin_multiplicity=2 lumo_energy_ev="3.88 / 3.88"
Mn -0.12503 0.64946 0.29076 0.94
C -2.26283 2.13746 4.15706 0.00
C -1.15513 1.95356 3.12346 -0.01
C 0.24647 1.96456 3.72636 0.00
O -1.30483 0.66756 2.48746 0.00
C -1.19583 3.09316 2.02176 0.01
O -1.68273 4.17446 2.33426 0.00
O -0.70983 2.74156 0.92376 0.01
H -2.20683 1.36786 4.92826 0.00
H -3.23233 2.08356 3.66146 0.00
H -2.18173 3.12206 4.60846 0.00
H 0.33157 1.22796 4.52476 0.00
H 0.49307 2.95126 4.10986 0.00
H 0.95417 1.71466 2.93236 0.00
H -2.17013 0.62726 2.05526 0.00
C -3.98133 -1.21184 0.83436 0.00
O -2.61943 -1.14934 0.54046 0.00
Si -1.56033 -2.41304 0.78666 0.01
C -2.22353 -3.95194 -0.18674 0.00
C -1.97453 -2.98834 2.58256 0.00
C 0.15647 -1.78374 0.36556 0.00
Si 0.72227 -1.85944 -1.45344 -0.01
C 2.06877 -3.22894 -1.69034 0.00
C -0.59193 -2.35734 -2.76974 0.00
C 1.42357 -0.30014 -2.36724 0.05
Si 1.35867 -2.34034 1.71576 0.00
C 1.36557 -4.28184 1.79116 0.00
C 0.83117 -1.72984 3.45866 0.00
C 3.23877 -1.98084 1.78836 0.00
H -4.41123 -2.17884 0.55346 0.00
H -4.50573 -0.42814 0.28146 0.00
H -4.14863 -1.05894 1.90726 0.00
H -2.76853 -3.65144 -1.07424 0.00
H -2.88993 -4.57154 0.41106 0.00
H -1.40483 -4.58804 -0.50614 0.00
H -2.98313 -3.39554 2.63956 0.00
H -1.91553 -2.16054 3.27846 0.00
H -1.29393 -3.75664 2.92536 0.00
H 1.61587 -4.21474 -1.68514 0.00
H 2.82007 -3.22034 -0.91004 0.00
H 2.58087 -3.10724 -2.63984 0.00
H -1.11843 -3.27464 -2.54324 0.00
H -0.12603 -2.47094 -3.74624 0.00
H -1.31983 -1.55934 -2.84144 0.00
H 2.50217 -0.18814 -2.35784 0.00
H 1.00867 0.60006 -1.90774 -0.01
H 1.10377 -0.30104 -3.40744 0.00
H 0.40807 -4.68624 1.48456 0.00
H 1.58387 -4.65124 2.79006 0.00
H 2.11757 -4.68814 1.12256 0.00
H 0.41597 -2.51104 4.08826 0.00
H 0.07907 -0.96144 3.33416 0.00
H 1.67377 -1.28934 3.98326 0.00
H 3.77797 -2.30714 0.90836 0.00
H 3.67347 -2.50044 2.64056 0.00
H 3.43137 -0.92264 1.92416 0.00
O -1.42953 0.74386 -1.29474 0.00
C -2.03843 1.58266 -2.16414 -0.01
C -2.88523 2.61986 -1.43254 0.00
C -3.43793 2.45966 -0.20364 0.00
C -4.16233 3.58996 0.23326 0.00
C -4.17383 4.58656 -0.68604 0.00
S -3.27523 4.16666 -2.09774 0.00
C -3.03773 0.81086 -3.01334 0.00
C -3.55663 -0.40594 -2.68984 0.00
C -4.50603 -0.88104 -3.62084 0.00
C -4.72043 -0.00794 -4.63914 0.00
S -3.75903 1.41916 -4.46954 0.00
C -0.98443 2.33136 -2.95694 0.00
C -0.00453 3.06006 -2.35294 0.00
C 0.94237 3.58896 -3.25504 0.00
C 0.68197 3.24426 -4.54104 0.00
S -0.73953 2.26896 -4.66914 0.00
H -3.28623 1.55086 0.35206 0.00
H -4.62473 3.66506 1.20136 0.00
H -4.64553 5.54896 -0.63234 0.00
H -3.23283 -0.92724 -1.80884 0.00
H -5.00673 -1.83274 -3.53864 0.00
H -5.37373 -0.11144 -5.48574 0.00
H 0.03217 3.20636 -1.28484 0.00
H 1.78267 4.18456 -2.93894 0.00
H 1.22667 3.49776 -5.43114 0.00
O 5.24837 4.12226 0.57226 0.00
S 4.94607 2.91456 1.31506 0.00
O 5.49677 2.89646 2.65736 0.00
N 3.36647 2.55986 1.28786 0.00
C 3.11937 1.46246 0.60126 0.00
O 1.97437 0.99686 0.37566 0.01
C 4.34047 0.77766 0.08266 0.00
C 4.41947 -0.41214 -0.63524 0.00
C 5.65967 -0.86004 -1.04894 0.00
C 6.81627 -0.13534 -0.76734 0.00
C 6.74067 1.04566 -0.03284 0.00
C 5.50507 1.47636 0.38156 0.00
H 3.52137 -0.96864 -0.83574 0.00
H 5.73537 -1.80144 -1.57814 0.00
H 7.77687 -0.49844 -1.10824 0.00
H 7.62897 1.60836 0.21846 0.00

90
Properties=species:S:1:pos:R:3:mulliken_spin:R:1 method="wB97M-V/def2-TZVPD" charge=+1 energy_ev=-59754.866 homo_lumo_gap_ha="0.2477 / 0.2024" e_above_lowest_ev=3.0931 s_squared=8.837 spin_multiplicity=6 lumo_energy_ev="-1.98 / -3.62"
Ru -1.15801 0.13703 -1.44499 1.28
C -2.53396 1.18156 0.04947 -0.24
C -3.03842 -0.10067 -0.55346 0.15
C -2.14697 -0.56545 1.54532 -0.02
C -2.02495 0.83044 1.34077 0.18
C -2.72564 -1.16234 0.40359 0.37
C -3.19242 2.49688 -0.18550 0.01
H -3.56660 2.61191 -1.20614 0.00
H -2.48450 3.29970 0.03255 0.00
H -4.05173 2.61651 0.49611 0.00
C -1.76412 1.76124 2.45247 0.01
H -1.74246 2.80628 2.10555 0.00
H -0.79374 1.50986 2.92143 0.00
H -2.53517 1.69265 3.24867 0.01
C -1.91555 -1.22026 2.84511 0.00
H -2.68906 -0.92993 3.57948 0.00
H -0.94189 -0.90014 3.25488 -0.01
H -1.94560 -2.31262 2.75195 0.00
C -3.29508 -2.53007 0.37384 -0.05
H -4.18605 -2.58242 1.02535 0.01
H -2.55726 -3.24876 0.76765 0.00
H -3.61508 -2.82956 -0.63956 0.01
C -4.33816 -0.12872 -1.30222 0.01
H -5.15635 -0.12425 -0.55553 0.00
H -4.42141 -1.03386 -1.92644 0.00
H -4.45888 0.74779 -1.95395 0.00
C 2.18284 1.16774 -3.48333 0.62
C 0.94341 1.76184 -3.94896 0.08
C 0.38289 1.27185 -5.35094 0.02
C 0.29845 -0.22822 -5.60415 -0.01
C 0.09997 -1.00077 -4.33606 0.02
C 1.14190 -1.56085 -3.65481 0.17
C 2.61361 -1.33573 -3.99862 0.04
C 2.97526 0.15358 -4.20732 0.08
H 1.05112 1.74221 -6.09880 0.00
H 1.21415 -0.56912 -6.09038 0.00
H -0.60558 1.72004 -5.55493 0.00
H 2.94612 0.41951 -5.27185 0.02
H 2.83489 1.70814 -2.78106 -0.03
H 0.89602 2.89230 -4.06965 0.03
H 4.00870 0.28932 -3.83810 0.01
H 3.26216 -1.72146 -3.18882 0.00
H 1.02294 -2.53423 -3.15334 -0.08
H 2.87660 -1.93343 -4.89003 -0.01
H -0.54736 -0.43053 -6.28971 0.00
H -0.94289 -1.27845 -4.17598 0.00
P 0.45471 1.64774 -2.17145 0.09
C 1.05478 2.86152 -1.01981 0.03
C -1.35895 1.80869 -2.81823 0.18
P -0.49508 -1.96614 -1.06262 0.64
C 0.83725 0.02054 -1.37397 0.46
C -1.26996 -3.13151 -2.22528 0.04
C 0.59380 -2.75429 0.13167 0.05
H 1.03585 2.33121 -0.05582 0.02
H 0.32916 3.67730 -0.95570 0.00
H 2.06101 3.30586 -1.17910 0.00
H -1.49792 1.44557 -3.85776 0.03
H -1.54801 2.89250 -2.73509 0.00
H -2.20158 1.32516 -2.21564 0.00
H 1.52122 -3.08184 -0.33292 0.02
H 0.09636 -3.60513 0.58581 0.01
H 0.86583 -2.06330 0.92325 -0.04
H 1.32505 0.03308 -0.36050 -0.01
H 1.32224 -0.66298 -2.14271 -0.23
H -1.71135 -3.95302 -1.64260 0.01
H -0.55946 -3.51181 -2.96339 0.02
H -2.08380 -2.58979 -2.74521 -0.03
C 3.81858 -1.85787 1.84085 0.02
C 3.39145 -0.63124 1.31346 0.00
C 2.33552 0.05058 1.90886 0.06
C 1.74767 -0.43273 3.10743 -0.08
C 2.17060 -1.69206 3.60485 0.04
C 3.19774 -2.39263 2.97666 -0.01
N 0.76654 0.29673 3.74825 0.62
C 0.97380 0.84988 4.97530 0.00
C -0.13303 0.97740 5.86818 0.18
C 0.03238 1.55380 7.12843 -0.08
C 1.27736 2.04590 7.51440 0.18
C 2.37550 1.96072 6.65324 -0.09
C 2.24188 1.36448 5.39912 0.17
H 4.64753 -2.39861 1.36944 0.00
H 3.89087 -0.20944 0.43813 0.00
H 1.98237 1.01577 1.53725 -0.01
H 1.68590 -2.06756 4.51160 0.00
H 3.51145 -3.35469 3.39633 0.00
H -1.09607 0.58357 5.54317 0.01
H -0.81962 1.61732 7.80344 0.00
H 1.41819 2.50862 8.49793 0.01
H 3.35838 2.35524 6.93729 0.00
H 3.07773 1.27088 4.70392 0.01